This record from the Open Molecules 2025 dataset describes a structure of composition C23H62Ba2F3N4O13S in a non-equilibrium geometry. The level of theory is ωB97M-V/def2-TZVPD.

The calculation puts the max |F| at 5.1 eV/A. Its total charge is +3. The HOMO-LUMO gap comes out at 2.11 eV. Its spin multiplicity is 1. The total energy comes out at -2858.29223 Ha.

```
108
Properties=species:S:1:pos:R:3:mulliken_charge:R:1
Ba 3.0689 -4.3867 -0.3860 1.750
Ba -1.4409 -5.3412 -0.6326 1.859
C -0.4382 -0.1673 -0.6512 0.216
F -1.7545 -0.1221 -0.9328 -0.035
F 0.2479 0.0076 -1.8192 -0.101
F -0.1323 0.8669 0.1739 -0.219
S 0.1908 -1.7992 0.1840 0.648
O 1.5203 -2.1735 -0.3087 -0.838
O 0.2005 -1.5335 1.6475 -0.657
O -0.7275 -2.8139 -0.2503 -0.600
C -3.7056 -2.5485 0.6030 0.666
C -4.8139 -2.1491 1.5945 -0.619
O -6.0812 -2.6036 1.2292 -0.539
O -3.7811 -3.9482 0.2685 -0.597
H -2.7297 -2.3165 1.0294 -0.351
H -3.7327 -1.9916 -0.3336 0.023
H -4.8577 -1.0629 1.6734 0.165
H -4.5672 -2.6349 2.5386 0.526
H -6.4589 -2.9436 2.0436 0.378
H -4.5083 -4.0304 -0.3527 0.398
C -2.5624 -1.5770 -4.0666 -0.482
C -1.2010 -2.3412 -4.1034 -0.146
O -1.4145 -3.7632 -4.3232 -0.493
O -3.4972 -1.8761 -3.0167 -0.390
H -3.0255 -1.7345 -5.0406 0.366
H -2.3339 -0.5207 -3.9245 0.345
H -0.7236 -2.2652 -3.1265 -0.067
H -0.6157 -1.8802 -4.8990 0.402
H -2.2070 -4.0632 -3.8721 0.290
H -3.1778 -2.7157 -2.6781 0.175
C -1.4774 -0.1396 4.4047 -0.619
C -2.0633 0.8665 3.3643 0.691
O -2.2957 2.0388 4.1255 -0.602
O -1.5197 -1.5268 3.9397 -0.552
H -2.0847 -0.0052 5.2999 0.392
H -0.4808 0.0798 4.7876 0.270
H -2.9739 0.4344 2.9492 0.108
H -1.3332 1.0724 2.5816 -0.335
H -3.2426 2.1689 4.2151 0.364
H -0.9601 -1.7319 3.1871 0.402
C -2.9993 2.8403 -0.9807 -1.509
C -3.0996 2.7431 0.4912 2.463
C -2.7054 4.0572 1.2220 -0.882
O -3.7587 4.9822 1.0571 -0.366
C -3.5870 6.2105 1.7109 -0.767
N -4.4772 2.4305 0.7780 -0.740
H -3.4626 3.7051 -1.4556 0.371
H -3.4171 1.9399 -1.4312 0.420
H -1.9838 2.9328 -1.3657 0.154
H -2.4439 1.9484 0.8470 -1.368
H -1.8898 4.4723 0.6298 0.238
H -2.5572 3.8118 2.2736 0.561
H -4.2834 7.0361 1.5645 0.302
H -2.6379 6.5758 1.3187 0.264
H -3.3169 6.1541 2.7654 0.313
H -4.9205 3.2952 0.5026 0.386
H -4.5565 2.4082 1.7846 0.276
C 2.4602 2.8218 -1.1469 -1.117
C 2.0274 4.1963 -1.4725 0.602
C 0.4742 4.3931 -1.5720 -0.442
O -0.0324 5.7137 -1.9290 -0.398
C 0.0315 6.0357 -3.3777 -0.708
N 2.5080 4.9125 -0.3741 -0.784
H 1.7431 2.3454 -0.4784 -0.263
H 3.4043 2.6703 -0.6237 0.507
H 2.4179 2.2349 -2.0644 0.268
H 2.4023 4.6406 -2.3945 0.544
H 0.0990 4.0457 -0.6093 -0.042
H 0.0762 3.6732 -2.2870 0.367
H 0.9177 5.6439 -3.8771 0.291
H -0.1681 7.0971 -3.5254 0.270
H -0.8894 5.5717 -3.7308 0.284
H 2.5034 5.8744 -0.6821 0.332
H 1.7445 5.0412 0.2746 0.272
C 3.9443 -0.3889 -2.2459 -1.284
C 3.6496 -1.4538 -3.2610 0.477
C 4.9310 -1.9963 -3.9829 -0.667
O 5.5168 -1.0346 -4.9008 -0.324
C 5.0062 -0.8783 -6.2019 -0.717
N 2.9142 -2.4507 -2.5031 -0.308
H 4.6184 -0.7460 -1.4673 0.279
H 3.0926 0.0788 -1.7519 0.044
H 4.5859 0.3322 -2.7523 0.519
H 3.0326 -1.0040 -4.0388 0.062
H 4.6578 -2.9035 -4.5217 0.394
H 5.6501 -2.2592 -3.2071 0.285
H 5.1428 -1.7749 -6.8064 0.316
H 5.4357 -0.0378 -6.7471 0.286
H 3.9387 -0.6670 -6.2651 0.277
H 2.3909 -3.1350 -3.0304 0.274
H 2.2778 -2.0373 -1.8366 0.502
C 3.2772 -5.1338 3.8917 -1.595
C 2.1992 -4.1153 3.7052 0.270
C 2.6137 -2.7452 4.5163 -0.684
O 2.7154 -3.1422 5.9021 -0.378
C 3.3456 -2.1173 6.6857 -0.632
N 2.0190 -3.6680 2.3479 -0.174
H 3.1045 -6.1694 3.5987 0.431
H 3.5162 -5.1776 4.9543 0.364
H 4.2455 -5.0005 3.4093 0.370
H 1.2351 -4.4992 4.0387 0.354
H 2.0157 -1.8340 4.4981 0.452
H 3.5991 -2.5019 4.1190 0.341
H 3.4487 -2.2303 7.7649 0.282
H 2.6697 -1.2997 6.4347 0.258
H 4.3493 -1.9035 6.3185 0.282
H 1.3448 -2.9256 2.4676 0.029
H 1.5839 -4.4634 1.9029 0.322
```

---

This record from the Open Molecules 2025 dataset describes a structure of composition C23H64O37S7 in a non-equilibrium geometry. The level of theory is ωB97M-V/def2-TZVPD.

The calculation puts the max |F| at 6.1 eV/A. The calculation puts the energy above the lowest of the compared OMol25 structures with the same formula, charge and spin at 0.5223 eV. The HOMO-LUMO gap comes out at 10.39 eV. Its spin multiplicity is 1. The total energy comes out at -6485.56300 Ha.

```
131
Properties=species:S:1:pos:R:3:mulliken_charge:R:1
C 7.6024 8.4890 11.4670 -0.687
O 8.4427 8.4441 10.3332 -0.495
H 7.1670 9.4711 11.5330 0.218
H 6.7837 7.8315 11.3675 0.413
H 8.1006 8.2792 12.4373 0.213
H 8.1068 7.6704 9.7901 0.291
C 13.8362 5.6133 13.6335 -0.843
O 14.0474 7.0704 13.7371 -0.234
H 14.6850 5.2063 13.0854 0.280
H 13.9027 5.2752 14.6561 0.325
H 12.8452 5.1628 13.2795 0.232
H 13.4697 7.4419 14.4503 0.333
C 18.4982 11.2723 14.8012 -0.812
O 17.1240 11.4329 14.5560 0.089
H 18.8550 10.4201 14.2977 0.274
H 19.0462 12.1813 14.4490 0.299
H 18.7592 11.2091 15.8845 0.194
H 16.7652 10.5322 14.3466 0.159
C 13.0075 8.0004 17.4231 -0.584
O 12.8219 8.0617 16.0065 -0.524
H 14.0206 7.5709 17.5095 0.285
H 13.2180 9.0018 17.8217 0.149
H 12.1477 7.5257 17.8715 0.257
H 12.5043 8.9362 15.8588 0.190
C 11.7110 7.2340 11.0753 -0.684
O 11.2483 7.8747 9.9040 -0.631
H 11.0117 6.4782 11.3569 0.474
H 12.6899 6.7897 10.9281 0.262
H 11.8921 7.8871 11.9296 0.255
H 10.4041 8.3284 9.9529 0.200
C 17.8140 7.5690 14.4088 -0.793
O 17.2714 8.7286 13.7763 0.024
H 18.8761 7.4450 13.9637 0.187
H 17.9343 7.8053 15.4567 0.308
H 17.1616 6.6913 14.4222 0.205
H 16.7915 8.4412 12.9855 0.063
C 13.5255 9.6542 7.5175 -0.829
O 13.0378 9.7565 8.8953 -0.182
H 14.6137 9.3815 7.4309 0.125
H 12.8764 8.9025 7.1226 0.391
H 13.3218 10.5210 6.9496 0.316
H 12.6590 8.8895 9.2068 0.314
C 13.5979 12.0145 16.8126 -0.022
O 12.3303 11.4730 16.4772 -0.378
H 14.0710 11.3791 17.5481 0.363
H 14.1754 12.3648 15.9778 -0.030
H 13.5199 12.9834 17.3836 -0.182
H 11.7917 11.9914 15.8760 0.192
C 13.8271 10.4578 13.6578 -0.569
O 14.2962 9.8748 12.3941 0.604
H 12.6972 10.3530 13.7783 0.270
H 14.3609 10.0761 14.5453 0.564
H 14.0861 11.5231 13.6012 -0.129
H 14.2667 8.9050 12.5207 -0.280
C 17.3081 14.7609 15.9109 0.063
C 17.2305 14.5735 14.4358 0.586
O 17.4036 15.9227 13.9152 -0.280
S 18.1690 16.8914 14.8880 1.099
O 17.1997 17.8918 15.2534 -0.537
O 19.3655 17.3396 14.1705 -0.578
O 18.4042 15.8548 16.0416 -0.410
H 17.6177 13.9244 16.5218 0.239
H 16.3575 15.2877 16.1903 0.199
H 16.1495 14.3541 14.1434 -0.483
H 17.9364 13.9636 13.8750 -0.055
C 10.1470 14.5211 14.1576 -0.051
C 9.5234 14.6130 12.7727 -0.253
O 9.4497 13.1904 12.4164 -0.230
S 9.1674 12.2858 13.6924 1.009
O 10.3190 11.4757 13.8745 -0.492
O 7.8468 11.7209 13.5884 -0.671
O 9.2656 13.4516 14.6883 -0.439
H 10.1547 15.2663 14.8845 0.778
H 11.1828 14.1140 14.1407 -0.123
H 10.1479 15.1160 12.0290 0.086
H 8.5038 14.9486 12.6989 0.339
C 13.9284 16.8042 11.2879 -0.451
C 14.5446 15.5318 11.7146 0.872
O 13.9501 15.1667 13.0206 0.209
S 13.4817 16.5732 13.6404 1.133
O 14.2253 16.8360 14.8376 -0.630
O 12.0642 16.6528 13.6704 -0.683
O 14.0577 17.5629 12.5286 -0.415
H 12.9125 16.7978 10.9025 0.348
H 14.6375 17.2566 10.5809 0.369
H 15.6023 15.6870 11.9370 0.176
H 14.2979 14.6332 11.1876 -0.889
C 19.9641 8.1624 10.2617 -0.333
C 19.4426 9.3848 9.4564 -0.508
O 18.0972 9.4348 10.1188 -0.297
S 17.4035 8.0464 10.0821 0.849
O 16.8283 7.6931 8.8311 -0.642
O 16.5622 7.9063 11.2358 -0.438
O 18.7705 7.2962 10.2910 -0.368
H 20.0713 8.4169 11.3035 0.278
H 20.7449 7.6886 9.6289 0.354
H 19.3127 8.9782 8.4143 0.293
H 20.0017 10.2622 9.7068 0.442
C 11.9159 17.2837 18.0734 -0.296
C 13.2371 16.5473 17.9617 0.221
O 13.0534 15.1924 18.4675 -0.429
S 11.5581 14.7726 18.0945 0.991
O 11.0737 13.7487 18.9661 -0.608
O 11.4826 14.6205 16.7063 -0.159
O 10.9748 16.2279 18.4362 -0.404
H 11.6463 17.8283 17.1295 0.244
H 11.8173 17.8556 18.9860 0.292
H 13.9287 16.9906 18.6753 0.391
H 13.5382 16.4979 16.9459 -0.173
C 11.0409 11.6173 10.2476 0.085
C 11.9649 12.0063 11.3585 1.887
O 12.3148 13.3470 11.1329 0.370
S 12.0607 13.7449 9.6804 1.300
O 13.1951 14.1302 8.9720 -0.583
O 11.0076 14.6948 9.7209 -0.769
O 11.5832 12.3648 9.0633 -0.456
H 10.0503 12.0534 10.4488 0.539
H 11.1369 10.5502 10.1353 -0.104
H 12.8930 11.4086 11.3277 -0.555
H 11.3284 11.8837 12.2252 -1.591
C 16.1865 11.8146 11.4219 0.205
C 15.6930 11.7328 9.9650 0.786
O 16.8331 12.2679 9.1963 -0.358
S 17.8411 13.0136 10.0846 1.258
O 17.8691 14.4144 9.5862 -0.678
O 19.1135 12.3500 10.1759 -0.609
O 17.0681 12.9670 11.4136 0.070
H 16.6929 10.9898 11.8234 0.140
H 15.4668 12.0329 12.1739 -0.699
H 14.8145 12.3812 9.7783 -0.127
H 15.4340 10.6895 9.7218 -0.071
```